Computed, not measured: a cluster of 2 separate species, CHIN2 in total at a distorted geometry, with the ωB97M-V functional and the def2-TZVPD basis.

Summary:
Multiplicity: 3
Max |F|, eV/A: 4.9
Total charge: 0
Energy, eV: -12129.0266
Expectation value of S²: 2.021
Orbital gap (spin up / spin down), eV: 9.68 / 9.98
E_HOMO (spin up / spin down), hartree: -0.3702 / -0.4148

Each atom is followed by the atoms it is bonded to, with distances in Å.
Positions of all 5 atoms, in Å:
1 C 0.27 1.12 -0.78  N2 1.159, H5 1.296
2 N 0.42 2.22 -0.47  C1 1.159
3 N -0.20 -1.43 0.41  I4 1.964
4 I -0.57 -1.92 2.27  N3 1.964
5 H 0.07 0.01 -1.43  C1 1.296